1.
DFT (ωB97M-V/def2-TZVPD) results for C5H6O in the gas phase.

Summary:
**Orbital gap**: 9.95 eV
**E_HOMO**: -9.012 eV
**Spin multiplicity**: 1
**SMILES**: C=C=C1O[C@H]1C
**Calculated total energy**: -269.23435 Eh
**Energy relative to the best compared isomer or geometry (same formula, charge and spin)**: 293.8 kJ/mol

Each line ends with the Mulliken charge.
CARTESIAN COORDINATES (ANGSTROEM)
O 0.225 0.066 -1.731  -0.43
C 1.620 -0.258 0.360  -0.02
C 2.323 -0.616 1.402  -0.88
C -1.950 0.073 -0.505  -1.06
C 0.646 0.034 -0.437  0.45
C -0.599 0.701 -0.693  0.25
H -2.433 0.421 0.414  0.31
H -0.564 1.789 -0.704  0.31
H -2.578 0.365 -1.352  0.28
H -1.883 -1.018 -0.481  0.32
H 3.185 -0.064 1.766  0.24
H 2.008 -1.492 1.961  0.24

2.
DFT (ωB97M-V/def2-TZVPD) results for C5H6O in the gas phase in a non-equilibrium geometry.

Summary:
**Orbital gap**: 9.95 eV
**E_HOMO**: -9.371 eV
**Spin multiplicity**: 1
**Calculated total energy**: -269.14867 Eh
**Energy relative to the best compared isomer or geometry (same formula, charge and spin)**: 518.7 kJ/mol

Each line ends with the Mulliken charge.
CARTESIAN COORDINATES (ANGSTROEM)
O 0.704 1.476 0.946  -0.60
C -1.094 0.639 -2.124  0.37
C -0.263 -0.554 0.439  -0.16
C -0.355 0.857 0.778  0.10
C -0.713 0.380 -0.998  -0.84
C 1.156 -0.965 0.550  -0.97
H 1.249 -2.071 0.380  0.30
H -1.425 0.832 -3.134  0.41
H -1.340 1.274 0.990  0.40
H 1.609 -0.774 1.531  0.31
H 1.564 0.162 0.172  0.28
H -1.091 -1.258 0.470  0.40

3.
DFT (ωB97M-V/def2-TZVPD) results for C5H6O in the gas phase in a non-equilibrium geometry.

Summary:
**Orbital gap**: 10.53 eV
**E_HOMO**: -9.590 eV
**Spin multiplicity**: 1
**SMILES**: O=C1CC=CC1
**Calculated total energy**: -269.29783 Eh
**Energy relative to the best compared isomer or geometry (same formula, charge and spin)**: 127.1 kJ/mol

Each line ends with the Mulliken charge.
CARTESIAN COORDINATES (ANGSTROEM)
O 2.339 0.024 -0.391  -0.59
C 0.257 1.258 0.176  -0.42
C 1.154 0.035 0.029  0.35
C -1.162 0.650 -0.303  -0.34
C -1.071 -0.659 -0.239  -0.42
C 0.322 -1.194 0.140  -0.30
H -1.885 -1.311 -0.185  0.40
H 0.433 1.573 1.280  0.25
H 0.317 -1.654 1.184  0.25
H -2.161 1.163 -0.592  0.29
H 0.740 -1.990 -0.643  0.25
H 0.717 2.105 -0.456  0.27

4.
DFT (ωB97M-V/def2-TZVPD) results for C5H6O in the gas phase.

Summary:
**Orbital gap**: 10.03 eV
**E_HOMO**: -10.281 eV
**Spin multiplicity**: 1
**Calculated total energy**: -269.19930 Eh
**Energy relative to the best compared isomer or geometry (same formula, charge and spin)**: 385.8 kJ/mol

Each line ends with the Mulliken charge.
CARTESIAN COORDINATES (ANGSTROEM)
O 1.344 0.847 1.332  -0.43
C -0.538 -0.737 -0.176  -0.44
C 0.778 -0.290 -0.684  0.56
C 1.700 0.140 -1.446  -0.68
C -1.509 0.427 0.025  -1.01
C 1.870 0.271 0.417  0.07
H 2.909 -0.075 0.464  0.41
H -1.108 1.136 0.750  0.31
H -0.395 -1.290 0.760  0.27
H -1.668 0.958 -0.916  0.32
H -2.469 0.060 0.396  0.32
H -0.913 -1.446 -0.921  0.30

5.
DFT (ωB97M-V/def2-TZVPD) results for C5H6O in the gas phase in a non-equilibrium geometry.

Summary:
**Orbital gap**: 9.79 eV
**E_HOMO**: -8.710 eV
**Spin multiplicity**: 1
**SMILES**: C[C@@]12C=C[C@@H]1O2
**Calculated total energy**: -269.19312 Eh
**Energy relative to the best compared isomer or geometry (same formula, charge and spin)**: 402.0 kJ/mol

Each line ends with the Mulliken charge.
CARTESIAN COORDINATES (ANGSTROEM)
O 0.496 1.353 0.545  -0.44
C -0.191 0.186 0.230  0.94
C -1.685 0.145 0.104  -1.05
C 0.908 0.865 -0.626  -0.18
C 1.729 -0.546 -0.242  -0.46
C 0.756 -0.929 0.557  -0.60
H 0.781 1.296 -1.658  0.31
H 0.525 -1.799 1.210  0.35
H 2.847 -0.853 -0.180  0.28
H -1.910 -0.871 0.473  0.31
H -2.055 0.139 -0.984  0.24
H -2.201 1.014 0.571  0.30

6.
DFT (ωB97M-V/def2-TZVPD) results for C5H6O in the gas phase.

Summary:
**Orbital gap**: 10.43 eV
**E_HOMO**: -9.460 eV
**Spin multiplicity**: 1
**SMILES**: C#CC1(O)CC1
**Calculated total energy**: -269.25201 Eh
**Energy relative to the best compared isomer or geometry (same formula, charge and spin)**: 247.4 kJ/mol

Each line ends with the Mulliken charge.
CARTESIAN COORDINATES (ANGSTROEM)
O -0.455 1.531 -0.831  -0.52
C 2.518 -0.066 0.101  0.19
C -0.878 -0.862 -0.536  -0.74
C -1.101 -0.224 0.806  -0.69
C -0.095 0.358 -0.158  0.58
C 1.334 0.155 0.034  -0.62
H -2.007 0.369 0.919  0.26
H -0.746 -0.734 1.696  0.27
H -0.315 -1.791 -0.584  0.26
H -1.632 -0.726 -1.302  0.25
H -0.185 2.275 -0.277  0.34
H 3.564 -0.285 0.130  0.41

Please write out number 2 again, unchanged.
DFT (ωB97M-V/def2-TZVPD) results for C5H6O in the gas phase in a non-equilibrium geometry.

Summary:
**Orbital gap**: 9.95 eV
**E_HOMO**: -9.371 eV
**Spin multiplicity**: 1
**Calculated total energy**: -269.14867 Eh
**Energy relative to the best compared isomer or geometry (same formula, charge and spin)**: 518.7 kJ/mol

Each line ends with the Mulliken charge.
CARTESIAN COORDINATES (ANGSTROEM)
O 0.704 1.476 0.946  -0.60
C -1.094 0.639 -2.124  0.37
C -0.263 -0.554 0.439  -0.16
C -0.355 0.857 0.778  0.10
C -0.713 0.380 -0.998  -0.84
C 1.156 -0.965 0.550  -0.97
H 1.249 -2.071 0.380  0.30
H -1.425 0.832 -3.134  0.41
H -1.340 1.274 0.990  0.40
H 1.609 -0.774 1.531  0.31
H 1.564 0.162 0.172  0.28
H -1.091 -1.258 0.470  0.40